# 1
Computed, not measured: a single C2H3NO2 molecule at a distorted geometry, with the ωB97M-V functional and the def2-TZVPD basis.

Positions of all 8 atoms, in Å:
C (-0.0641, 0.2474, 0.0543)
C (1.1670, -0.1175, 0.7678)
N (-0.7951, 0.1558, -0.8354)
O (-3.0255, -0.0487, -1.1562)
O (-1.8135, 0.3598, -1.6064)
H (1.0942, 0.5774, 1.6547)
H (1.3238, -1.2275, 0.9159)
H (2.1132, 0.0534, 0.2052)

Forces on the atoms, in the same order (eV/Å):
C 1.5 -0.8 -0.6
C 0.5 0.1 0.8
N -1.8 0.1 -0.1
O -1.1 -0.8 1.1
O 2.1 0.9 -1.3
H 0.9 -1.5 -0.4
H -1.0 1.2 0.6
H -1.0 0.8 0.0

HOMO energy (spin up / spin down): -0.289 / -0.289 Ha
LUMO (spin up / spin down): -0.30 / -0.30 eV
orbital gap (spin up / spin down): 7.56 / 7.56 eV
total charge: 0

---

# 2
Computed, not measured: C46H43F5N10O2S3TeTi as an isolated structure, with the ωB97M-V functional and the def2-TZVPD basis.

Positions of all 111 atoms, in Å:
Ti (-1.4337, 1.3746, 0.0135)
N (0.1760, 1.5771, -1.0034)
S (1.6080, 1.2096, -1.0717)
N (1.9418, -0.2899, -1.5963)
S (2.2145, -1.5284, -0.6963)
N (1.2621, -1.8792, 0.4749)
S (-0.3626, -1.7896, 0.3315)
N (-0.9364, -0.4398, 0.4481)
C (-0.8484, -2.8740, 1.6294)
C (0.0424, -3.6897, 2.3135)
C (-0.4614, -4.5391, 3.2867)
C (-1.8261, -4.5765, 3.5434)
C (-2.7021, -3.7593, 2.8397)
C (-2.2150, -2.8903, 1.8786)
C (-0.8039, -2.6206, -1.1702)
C (-0.8013, -4.0100, -1.2263)
C (-1.1289, -4.6233, -2.4236)
C (-1.4629, -3.8540, -3.5323)
C (-1.4588, -2.4683, -3.4576)
C (-1.1213, -1.8365, -2.2702)
C (3.7939, -1.4384, 0.0848)
C (4.8892, -1.2961, -0.7609)
C (6.1486, -1.2080, -0.1978)
C (6.2951, -1.2568, 1.1853)
C (5.1885, -1.3941, 2.0101)
C (3.9161, -1.4901, 1.4635)
C (2.3446, -2.8489, -1.8611)
C (2.0565, -2.6642, -3.2036)
C (2.1572, -3.7590, -4.0505)
C (2.5407, -4.9953, -3.5525)
C (2.8255, -5.1588, -2.2005)
C (2.7270, -4.0812, -1.3402)
C (2.5491, 1.4360, 0.4199)
C (3.8938, 1.7850, 0.3311)
C (4.6280, 1.9089, 1.4978)
C (4.0222, 1.6870, 2.7289)
C (2.6847, 1.3264, 2.7997)
C (1.9348, 1.1961, 1.6403)
C (2.4442, 2.1835, -2.2819)
C (2.2889, 3.5571, -2.1363)
C (2.9273, 4.3941, -3.0336)
C (3.6973, 3.8577, -4.0603)
C (3.8353, 2.4843, -4.1934)
C (3.2109, 1.6301, -3.2942)
H (1.0998, -3.6600, 2.0936)
H (0.2127, -5.1783, 3.8403)
H (-2.2097, -5.2528, 4.2956)
H (-3.7672, -3.8003, 3.0235)
H (-2.8931, -2.2585, 1.3221)
H (-0.5680, -4.6022, -0.3509)
H (-1.1465, -5.7029, -2.4850)
H (-1.7411, -4.3417, -4.4573)
H (-1.7312, -1.8750, -4.3202)
H (-1.1205, -0.7587, -2.1984)
H (4.7608, -1.2697, -1.8367)
H (7.0169, -1.1077, -0.8346)
H (7.2833, -1.1917, 1.6206)
H (5.3112, -1.4312, 3.0839)
H (3.0399, -1.5893, 2.0884)
H (1.7500, -1.6956, -3.5710)
H (1.9345, -3.6415, -5.1024)
H (2.6222, -5.8412, -4.2219)
H (3.1270, -6.1248, -1.8198)
H (2.9491, -4.1940, -0.2857)
H (4.3614, 1.9631, -0.6285)
H (5.6717, 2.1880, 1.4453)
H (4.5980, 1.8002, 3.6380)
H (2.2148, 1.1540, 3.7584)
H (0.9003, 0.9032, 1.6962)
H (1.6803, 3.9473, -1.3301)
H (2.8297, 5.4665, -2.9330)
H (4.1922, 4.5164, -4.7612)
H (4.4302, 2.0737, -4.9977)
H (3.3113, 0.5583, -3.3835)
N (-0.2434, 6.9728, -0.1114)
C (-0.4589, 5.8374, -0.7585)
N (-0.3902, 5.7912, -2.0875)
O (-0.6385, 4.7214, -0.1346)
H (-0.2208, 7.8561, -0.5933)
H (-0.3925, 6.9801, 0.8849)
H (-0.3032, 6.6230, -2.6468)
H (-0.6922, 4.9406, -2.5345)
N (-2.7164, 0.7329, -1.4216)
C (-3.8325, 0.3818, -1.2958)
C (-5.0905, -0.0907, -1.1117)
C (-5.1921, -1.3535, -0.4671)
N (-5.2085, -2.3784, 0.0605)
C (-6.2318, 0.7047, -1.4122)
N (-7.1480, 1.3633, -1.6341)
C (-5.1986, -0.8162, 3.4484)
C (-4.9744, 0.6727, 3.1552)
C (-6.1628, 1.2717, 2.3848)
C (-4.7117, 1.4640, 4.4456)
C (-3.7860, 0.8115, 2.3026)
N (-2.8717, 0.9395, 1.6244)
H (-6.0846, -0.9100, 4.0764)
H (-4.3503, -1.2438, 3.9844)
H (-5.3681, -1.3770, 2.5287)
H (-7.0440, 1.2231, 3.0247)
H (-6.3746, 0.7080, 1.4775)
H (-5.9829, 2.3139, 2.1216)
H (-5.5939, 1.3841, 5.0803)
H (-4.5323, 2.5169, 4.2309)
H (-3.8574, 1.0629, 4.9911)
F (-2.9191, 5.6801, -0.2933)
Te (-2.4318, 4.3497, 0.9454)
F (-1.7113, 5.7400, 1.9601)
F (-2.4554, 3.5442, 2.6309)
F (-0.7259, 2.6581, 1.2537)
F (-4.2204, 4.5782, 1.3886)
O (-2.6849, 2.9443, -0.1921)

Forces on the atoms, in the same order (eV/Å):
Ti 0.5 0.1 0.5
N 0.1 0.2 -0.1
S -0.2 -0.1 -0.1
N 0.0 -0.1 0.0
S 0.0 0.1 0.0
N 0.0 -0.1 0.0
S 0.1 0.1 0.1
N 0.0 0.0 -0.1
C 0.0 0.0 0.0
C 0.0 0.0 0.0
C 0.0 0.0 0.0
C 0.0 0.0 0.0
C 0.0 0.0 0.0
C 0.0 -0.1 0.0
C -0.1 0.0 0.0
C 0.0 0.0 0.0
C 0.0 0.0 0.0
C 0.0 0.0 0.0
C 0.0 0.0 0.0
C 0.0 0.0 0.0
C 0.0 -0.1 0.0
C 0.0 0.0 0.0
C 0.0 0.0 0.0
C 0.0 0.0 0.0
C 0.0 0.0 0.0
C 0.0 -0.1 0.0
C 0.0 0.0 0.0
C 0.0 0.0 0.0
C 0.0 0.0 0.0
C 0.0 0.0 0.0
C 0.0 0.0 0.0
C 0.0 0.0 0.0
C 0.0 0.1 0.0
C 0.0 0.0 0.0
C 0.0 0.0 0.0
C 0.0 0.1 0.0
C 0.0 0.1 0.0
C 0.1 0.0 0.0
C 0.0 0.0 0.0
C 0.0 0.0 0.0
C 0.0 0.0 0.0
C 0.0 0.0 0.0
C 0.0 0.0 0.0
C 0.0 0.0 0.0
H 0.0 0.0 0.0
H 0.0 0.0 0.0
H 0.0 0.0 0.0
H 0.0 0.0 0.0
H -0.1 0.0 -0.1
H 0.0 0.0 0.0
H 0.0 0.0 0.0
H 0.0 0.0 0.0
H 0.0 0.0 0.0
H 0.0 0.0 0.0
H 0.0 0.0 0.0
H 0.0 0.0 0.0
H 0.0 0.0 0.0
H 0.0 0.0 0.0
H 0.0 0.0 0.0
H 0.0 0.0 0.0
H 0.0 0.0 0.0
H 0.0 0.0 0.0
H 0.0 0.0 0.0
H 0.0 0.0 0.0
H 0.0 0.0 0.0
H 0.0 0.0 0.0
H 0.0 0.0 0.0
H 0.0 0.0 0.0
H -0.1 0.0 0.0
H 0.0 0.0 0.0
H 0.0 0.0 0.0
H 0.0 0.0 0.0
H 0.0 0.0 0.0
H 0.0 0.0 0.0
N 0.0 0.0 0.0
C 0.0 0.0 0.0
N 0.0 0.0 0.0
O 0.0 0.0 0.2
H 0.0 0.0 0.0
H 0.0 0.0 0.1
H 0.0 0.0 0.0
H 0.0 0.0 0.0
N -0.1 0.0 0.0
C -0.1 0.0 -0.1
C 0.0 0.0 0.1
C 0.0 -0.1 -0.2
N 0.1 0.0 0.1
C 0.0 0.0 0.0
N 0.0 0.0 0.0
C 0.0 0.0 0.0
C 0.0 0.1 0.0
C 0.0 0.0 0.0
C 0.0 0.0 0.0
C 0.0 -0.1 0.0
N -0.2 0.0 -0.1
H 0.0 0.0 0.0
H 0.0 0.0 0.0
H 0.0 0.0 0.0
H 0.0 0.0 0.0
H 0.0 0.0 0.0
H 0.0 0.0 0.0
H 0.0 0.0 0.0
H 0.0 0.0 0.0
H 0.0 0.0 0.0
F 0.0 -0.1 0.0
Te -0.3 0.4 -0.1
F -0.2 0.0 0.0
F 0.1 0.0 -0.1
F 0.1 -0.5 -0.2
F 0.2 0.0 0.0
O 0.0 0.2 0.0

HOMO energy: -0.459 Ha
LUMO: -5.90 eV
orbital gap: 6.59 eV
total charge: +2

---

# 3
Computed, not measured: a single C5H6O2 molecule at a distorted geometry, with the ωB97M-V functional and the def2-TZVPD basis.

Positions of all 13 atoms, in Å:
C (-0.6311, 0.1188, -1.7042)
C (-0.2383, 0.9517, -0.5375)
O (-0.9914, 1.2264, 0.6266)
C (0.1646, 0.4428, 0.9153)
C (0.1340, -0.9041, 1.5995)
C (1.2830, 1.0956, 0.2691)
O (2.4615, 1.0818, 0.0064)
H (0.1815, -0.4653, -2.1077)
H (-1.1085, 0.6875, -2.6365)
H (-1.5180, -0.6523, -1.5334)
H (-0.1322, -0.7098, 2.7034)
H (1.1066, -1.3717, 1.3021)
H (-0.7116, -1.5013, 1.0970)

Forces on the atoms, in the same order (eV/Å):
C -3.7 -0.6 -1.8
C 2.7 0.1 1.3
O 0.6 -0.5 -0.4
C 0.4 -0.1 -0.3
C -1.4 0.4 -0.6
C -1.3 -0.2 -2.0
O -2.1 0.0 0.7
H 0.5 0.1 0.1
H 1.3 -0.6 2.1
H 1.8 1.5 0.3
H 0.9 -0.9 -1.6
H -0.8 0.1 1.1
H 1.2 0.7 1.0

SMILES: C[C@@]12O[C@]1(C)C2=O
HOMO energy: -0.322 Ha
LUMO: 0.73 eV
orbital gap: 9.50 eV
total charge: 0

---

# 4
Computed, not measured: a single C2H6Cl2N2P2 molecule at a distorted geometry, with the ωB97M-V functional and the def2-TZVPD basis.

Positions of all 14 atoms, in Å:
C (-2.7315, 2.2688, -0.2392)
C (1.4011, -1.1376, -0.6160)
N (1.8246, -0.3400, 1.6670)
N (0.9135, -0.5511, 0.7501)
P (-1.2079, 1.7835, -0.6696)
P (-0.7439, -0.4354, 0.6334)
Cl (-1.1075, 0.7386, -2.4295)
Cl (-0.9506, 0.1951, 2.4557)
H (-2.6748, 2.9684, 0.6735)
H (-3.7118, 2.0037, -0.6441)
H (2.5361, -1.2538, -0.4019)
H (0.8421, -2.0173, -0.9021)
H (1.2332, -0.2897, -1.3324)
H (1.3730, 0.1824, 2.3639)

Forces on the atoms, in the same order (eV/Å):
C -0.1 0.6 0.7
C 2.2 2.3 1.7
N 0.1 -0.7 -2.7
N 1.3 -1.6 -1.7
P 0.5 1.2 0.8
P 0.0 -0.9 -0.9
Cl -0.6 -0.2 -0.4
Cl -1.2 1.1 2.4
H -0.2 -1.2 -1.5
H 0.4 0.1 0.2
H -2.0 -0.2 -0.8
H 0.1 -0.2 0.2
H 0.3 -1.0 0.4
H -0.8 0.8 1.6

HOMO energy (spin up / spin down): -0.275 / -0.289 Ha
LUMO (spin up / spin down): -0.30 / -1.09 eV
orbital gap (spin up / spin down): 7.19 / 6.76 eV
total charge: 0

---

# 5
Computed, not measured: a 2-piece molecular cluster, C2H2Cl3NSi overall at a distorted geometry, with the ωB97M-V functional and the def2-TZVPD basis.

Positions of all 9 atoms, in Å:
C (-1.0397, -1.2774, 0.4357)
C (-0.8455, 0.1032, 0.3166)
N (-1.2454, -2.3962, 0.2348)
Si (0.9162, 0.4741, -0.1255)
Cl (1.9522, -0.0837, 1.5258)
Cl (1.6896, -0.4604, -1.7569)
Cl (1.1935, 2.5465, -0.3002)
H (-1.1920, 0.7837, 1.0279)
H (-1.4288, 0.3101, -1.3581)

Forces on the atoms, in the same order (eV/Å):
C -1.0 -1.7 -0.6
C 0.5 0.4 -5.2
N 0.3 0.3 0.6
Si 0.6 1.2 0.1
Cl 0.3 -0.1 0.1
Cl -0.3 0.1 0.2
Cl -0.3 -1.1 -0.1
H -1.1 1.0 0.8
H 1.1 -0.1 4.0

HOMO energy: -0.404 Ha
LUMO: -1.27 eV
orbital gap: 9.72 eV
total charge: 0

---

Results for ΔE to the lowest compared entry with this formula, charge and spin: 804.42; 186.95; 424.51; 135.56; 246.03 (in kJ/mol, following the order of the records).